DFT (the ωB97M-V functional and the def2-TZVPD basis) results for a molecular structure, C24H38BN8Pt.

As for the energy relative to the best compared isomer or geometry (same formula, charge and spin): 0.145 eV. The calculation puts the gap between HOMO and LUMO at 8.3 eV. The net charge is +1. Its multiplicity is 1. The HOMO energy is -11.1042 eV.

Last column: Löwdin charge in e.
CARTESIAN COORDINATES (ANGSTROEM)
Pt  0.7096  -0.9621  -0.2393  1.1411
C  3.3214  -0.7308  -0.9088  -0.0796
C  3.5424  -2.1952  -1.3119  -0.3470
C  3.1573  -2.4419  -2.7715  -0.0482
C  2.7810  -3.0942  -0.3842  -0.2488
C  3.0627  -4.3313  0.2004  0.0269
C  1.9784  -4.6001  1.0188  -0.0256
N  1.0962  -3.5990  0.9156  0.0072
N  1.5876  -2.6981  0.0487  -0.1017
B  -0.1499  -3.2022  1.7526  -0.4887
N  -1.2670  -2.8384  0.7297  -0.0070
C  -2.4898  -3.3662  0.6014  -0.0371
C  -3.0935  -2.8370  -0.5214  0.0163
C  -2.1508  -1.9610  -1.0699  -0.2601
N  -1.0629  -1.9793  -0.3006  -0.0527
C  -2.2094  -1.1768  -2.3454  -0.3852
C  -1.8478  -2.0793  -3.5282  -0.0469
C  -3.5784  -0.5297  -2.5396  -0.0648
N  0.2247  -2.0061  2.6411  -0.0380
C  -0.0395  -1.8520  3.9522  -0.0551
C  0.4344  -0.6237  4.3520  0.0027
C  1.0022  -0.0663  3.1922  -0.2884
N  0.8758  -0.9112  2.1779  0.0397
C  1.6852  1.2539  3.0075  -0.3830
C  0.7319  2.4080  3.3206  -0.0663
C  2.9534  1.3444  3.8561  -0.0579
H  3.9488  -0.0551  -1.4916  0.1002
H  3.4973  -0.5516  0.1495  0.0825
H  2.2881  -0.3816  -1.2216  0.0235
H  4.6044  -2.4147  -1.1831  0.1487
H  2.0937  -2.2414  -2.9188  0.0685
H  3.3496  -3.4751  -3.0574  0.0885
H  3.7268  -1.7911  -3.4358  0.0863
H  3.9429  -4.9336  0.0613  0.1143
H  1.7821  -5.4294  1.6771  0.1349
H  -0.5199  -4.1191  2.4241  0.1251
H  -2.8462  -4.0873  1.3176  0.1321
H  -4.0747  -3.0623  -0.9003  0.1138
H  -1.4495  -0.3942  -2.2760  0.0897
H  -2.5751  -2.8865  -3.6309  0.0897
H  -0.8628  -2.5268  -3.3934  0.0745
H  -1.8423  -1.5069  -4.4566  0.0841
H  -4.3561  -1.2883  -2.6432  0.0827
H  -3.5888  0.0717  -3.4499  0.0811
H  -3.8457  0.1075  -1.6949  0.0793
H  -0.5454  -2.6264  4.5048  0.1251
H  0.3910  -0.1978  5.3397  0.1095
H  1.9668  1.3125  1.9499  0.1159
H  0.4467  2.3956  4.3742  0.0853
H  -0.1824  2.3351  2.7290  0.0665
H  1.2101  3.3692  3.1181  0.0797
H  2.7090  1.2945  4.9188  0.0840
H  3.4702  2.2885  3.6766  0.0807
H  3.6401  0.5278  3.6317  0.0825
N  -0.1415  0.8294  -0.5151  0.0233
C  -0.6429  1.8600  -0.6477  -0.1839
N  -1.1963  3.0250  -0.7995  -0.0665
C  -0.9592  4.1043  0.1792  -0.1250
C  -0.8268  5.4302  -0.5504  -0.1717
C  -2.0251  5.6735  -1.4646  -0.1920
C  -2.1898  4.5259  -2.4582  -0.1717
C  -2.3261  3.1969  -1.7339  -0.1231
H  -0.0617  3.8573  0.7431  0.1147
H  -1.8044  4.1280  0.8751  0.1365
H  0.0946  5.4245  -1.1387  0.1228
H  -0.7356  6.2258  0.1899  0.1211
H  -1.9046  6.6159  -1.9983  0.1168
H  -2.9331  5.7666  -0.8598  0.1200
H  -1.3247  4.4833  -3.1252  0.1228
H  -3.0738  4.6749  -3.0796  0.1209
H  -2.3268  2.3546  -2.4243  0.1188
H  -3.2562  3.1664  -1.1569  0.1355